Record 1
C12H33BeN3O3 | ωB97M-V with the def2-TZVPD basis set

XYZ file:
```
52
Properties=species:S:1:pos:R:3
Be -0.140 0.882 -0.471
C -0.530 -2.587 -2.103
C 0.134 -1.368 -1.539
C 1.547 -1.251 -1.887
O 1.829 0.129 -2.115
C 3.161 0.379 -2.474
N -0.497 -0.102 -1.840
H -1.567 -2.709 -1.885
H 0.008 -3.410 -1.690
H -0.458 -2.699 -3.202
H 0.070 -1.583 -0.451
H 1.785 -1.888 -2.838
H 2.146 -1.582 -1.045
H 3.693 0.345 -1.575
H 3.184 1.408 -2.757
H 3.632 -0.097 -3.338
H -1.497 -0.391 -1.946
H -0.305 0.131 -2.836
C -0.730 0.094 3.100
C -0.984 -0.622 1.871
C -2.245 -1.529 1.896
O -2.374 -1.935 0.577
C -3.383 -3.017 0.398
N -1.212 0.296 0.764
H -0.956 -0.594 3.917
H -1.253 0.987 3.306
H 0.287 0.266 3.245
H -0.138 -1.332 1.705
H -3.136 -0.984 2.175
H -2.154 -2.353 2.569
H -2.879 -3.945 0.641
H -3.728 -2.938 -0.610
H -4.202 -2.881 1.097
H -2.056 0.844 1.178
H -1.837 -0.307 0.189
C -0.084 3.297 1.348
C 0.650 3.141 0.042
C 1.767 2.170 0.144
O 1.317 0.816 0.220
C 2.121 -0.002 1.070
N -0.256 2.511 -0.935
H -0.356 2.438 1.911
H -1.013 3.845 1.209
H 0.515 3.898 2.094
H 0.948 4.136 -0.318
H 2.350 2.519 0.972
H 2.461 2.332 -0.672
H 3.105 -0.055 0.616
H 1.799 -0.977 1.030
H 2.300 0.281 2.157
H 0.167 2.775 -1.879
H -1.007 3.219 -1.036
```

As for the net charge: +2.


Record 2
C3H5NO2 | ωB97M-V with the def2-TZVPD basis set

XYZ file:
```
11
Properties=species:S:1:pos:R:3
O 2.596 0.105 -0.043
C 1.404 0.197 -0.105
N 0.480 -0.681 0.402
C -0.915 -0.623 0.071
C -0.540 1.473 -0.519
O 0.757 1.196 -0.801
H 0.880 -1.558 0.697
H -1.224 -1.438 -0.586
H -1.558 -0.564 0.950
H -0.665 1.590 0.576
H -1.217 0.304 -0.643
```

As for the net charge: 0.


Record 3
C17H22N2O2S | ωB97M-V with the def2-TZVPD basis set

XYZ file:
```
44
Properties=species:S:1:pos:R:3
C -2.740 -1.974 0.233
H -2.978 -1.000 -0.189
H -1.878 -2.374 -0.294
H -3.585 -2.640 0.080
C -2.439 -1.842 1.725
N -1.363 -0.917 1.963
C -1.518 0.424 2.156
C -0.298 1.038 2.193
C 0.688 0.026 2.017
C 2.080 0.033 1.951
C 2.730 -1.159 1.733
C 2.021 -2.356 1.589
C 0.645 -2.391 1.655
C -0.025 -1.190 1.867
H 0.108 -3.321 1.540
H 2.567 -3.272 1.420
H 3.808 -1.180 1.670
H 2.623 0.959 2.073
S 0.009 2.761 2.401
C -1.113 3.412 1.117
C -0.868 2.768 -0.239
O -1.782 2.372 -0.933
N 0.428 2.729 -0.594
H 1.118 2.968 0.104
C 0.897 2.188 -1.845
C 1.385 0.731 -1.719
C 0.219 -0.266 -1.561
H 0.233 -0.734 -0.581
C 0.452 -1.279 -2.685
H -0.473 -1.653 -3.118
C 1.271 -0.459 -3.680
H 1.917 -1.058 -4.322
O 2.104 0.357 -2.883
H 0.613 0.160 -4.307
H 1.045 -2.119 -2.323
H -0.731 0.250 -1.690
H 2.087 0.667 -0.877
H 1.724 2.800 -2.212
H 0.069 2.240 -2.557
H -2.148 3.257 1.418
H -0.911 4.483 1.064
H -2.498 0.853 2.242
H -2.166 -2.814 2.144
H -3.325 -1.477 2.253
```

As for the structure (SMILES): CCn1cc(SCC(=O)NC[C@H]2CCCO2)c2ccccc21. As for the net charge: 0.


Record 4
C4H10N2O | ωB97M-V with the def2-TZVPD basis set

XYZ file:
```
17
Properties=species:S:1:pos:R:3
C -0.355 1.869 0.867
C -0.655 0.594 0.164
C 0.741 -0.092 -0.178
C 0.665 -1.517 0.243
N 0.905 -2.583 -0.612
O 0.100 -1.761 1.369
N -1.349 0.725 -1.072
H 0.555 2.500 0.532
H -1.173 2.554 0.850
H 0.077 1.574 1.933
H -1.332 0.045 0.861
H 1.490 0.473 0.437
H 0.948 0.235 -1.218
H 1.163 -3.473 -0.097
H 1.736 -2.386 -1.215
H -2.307 1.171 -0.996
H -1.210 0.073 -1.868
```

As for the structure (SMILES): C[C@@H](N)CC(N)=O. As for the net charge: 0.


HOMO-LUMO gap, respectively: 10.77; 9.54; 8.52; 9.45 eV.
HOMO energy, respectively: -16.3; -9.2; -7.9; -8.6 eV.
Energy above the lowest of the compared OMol25 structures with the same formula, charge and spin, respectively: 6.3; 97.6; 33.5; 45.1 kcal per mole.